#i
A 2-piece molecular cluster, C7H16NO overall. Source: OMol25; level of theory: ωB97M-V/def2-TZVPD.

XYZ file:
```
25
C7H16NO, DFT ωB97M-V/def2-TZVPD
C 3.09 0.57 -0.50
C -2.39 1.28 0.47
C 0.77 1.54 0.47
C 0.47 -1.57 -1.64
C 1.08 -1.68 0.76
C -1.36 0.12 0.56
C -0.07 0.34 -0.25
N 0.66 -0.81 -0.38
O 3.75 0.12 0.30
H 3.16 1.38 -1.27
H -2.81 1.39 -0.52
H -2.04 2.25 0.84
H -3.12 0.87 1.23
H 0.60 2.65 0.21
H 1.88 1.28 0.29
H 0.71 1.43 1.56
H 0.64 -2.66 -1.31
H -0.62 -1.53 -1.96
H 1.05 -1.40 -2.57
H 2.22 -1.59 0.73
H 0.74 -1.14 1.74
H 0.67 -2.71 0.74
H -1.07 0.31 1.65
H -1.85 -0.78 0.53
H -0.08 0.66 -1.24
```

* HOMO-LUMO gap (alpha / beta): 7.7 / 6.2 eV
* 2S+1: 1
* total charge: +1

=====

#ii
A 2-piece molecular cluster, C7H16NO overall. Source: OMol25; level of theory: ωB97M-V/def2-TZVPD.

XYZ file:
```
25
C7H16NO, DFT ωB97M-V/def2-TZVPD
C 1.56 -0.97 -0.70
C 2.98 -0.52 1.05
C 2.31 1.42 -0.54
C -2.02 0.45 1.16
C -2.68 -1.35 -0.52
C 2.71 -0.09 -0.44
C -2.66 0.08 -0.10
N -3.21 1.04 -0.79
O 0.43 -0.53 -0.98
H 3.69 -1.33 1.18
H 2.14 -0.69 1.60
H 3.50 0.15 1.64
H 1.60 1.47 0.37
H 3.20 1.95 -0.49
H 1.67 1.78 -1.40
H -1.78 -0.44 1.72
H -2.61 1.20 1.76
H -1.04 0.81 0.85
H -2.18 -1.97 0.33
H -3.63 -1.80 -0.78
H -2.01 -1.16 -1.37
H 3.58 -0.35 -1.04
H 1.60 -2.06 -0.53
H -3.87 0.81 -1.54
H -3.28 2.09 -0.43
```

* HOMO-LUMO gap: 9.0 eV
* 2S+1: 1
* total charge: +1

=====

Looking at the structures above, #ii is most stable, and the difference to the next one is 3.924 eV.